No. 1
The following is a quantum chemistry calculation of a cluster of 2 separate species, C14H19F3N2O5PS2 in total in a non-equilibrium geometry, from the Open Molecules 2025 dataset.

Last column: Mulliken charge in e.
Geometry (Å):
C (-1.685, -3.509, 4.034)  -1.203
C (-0.817, -2.651, 3.142)  -0.195
O (-1.285, -1.286, 3.275)  -0.282
P (-1.487, -0.208, 2.122)  0.922
C (0.071, 0.584, 1.847)  -0.624
C (1.220, 0.048, 1.333)  0.395
N (2.270, -0.258, 0.886)  -0.765
O (-2.194, -0.727, 0.922)  -0.812
O (-2.430, 0.865, 2.929)  -0.476
C (-3.742, 0.398, 3.427)  -0.106
C (-4.655, 1.566, 3.765)  -1.243
H (-1.364, -4.552, 3.953)  0.403
H (-1.576, -3.187, 5.080)  0.275
H (-2.751, -3.431, 3.768)  0.270
H (0.218, -2.702, 3.507)  0.262
H (-0.856, -2.981, 2.093)  0.337
H (0.160, 1.573, 2.293)  0.355
H (-4.198, -0.221, 2.635)  0.297
H (-3.585, -0.227, 4.320)  0.219
H (-5.651, 1.179, 4.025)  0.375
H (-4.282, 2.135, 4.629)  0.292
H (-4.762, 2.237, 2.903)  0.315
C (3.230, 0.180, -1.552)  -0.919
N (3.057, 0.050, -3.005)  -0.043
S (4.558, -0.520, -3.648)  -0.133
C (5.059, 0.936, -4.666)  0.716
F (5.833, 0.432, -5.673)  -0.241
F (3.995, 1.575, -5.233)  -0.216
F (5.788, 1.863, -3.990)  -0.238
S (1.760, -0.983, -3.517)  1.303
C (0.541, 0.184, -2.976)  0.147
C (-0.432, -0.203, -2.052)  -0.450
C (-1.156, 0.793, -1.408)  -0.345
C (-0.896, 2.136, -1.648)  -0.465
C (0.034, 2.508, -2.631)  -0.570
C (0.758, 1.525, -3.307)  -0.292
O (1.768, -1.104, -4.955)  -0.690
O (1.699, -2.147, -2.677)  -0.669
H (4.189, 0.696, -1.413)  0.413
H (2.405, 0.787, -1.177)  0.169
H (3.262, -0.799, -1.038)  0.444
H (-0.546, -1.256, -1.795)  0.452
H (-1.877, 0.464, -0.656)  0.568
H (-1.383, 2.869, -0.999)  0.359
H (0.214, 3.562, -2.836)  0.372
H (1.519, 1.804, -4.038)  0.317

## Properties
Calculated total energy (hartree): -2467.99812
E_HOMO (eV): -3.65
Lowest unoccupied orbital energy (eV): 2.8
Charge: -1
Strongest force on any atom (eV Å⁻¹): 2.5
Multiplicity: 1
Gap between HOMO and LUMO (eV): 6.4


No. 2
The following is a quantum chemistry calculation of an isolated molecule of C14H19N3O2S2 in a non-equilibrium geometry, from the Open Molecules 2025 dataset.

Last column: Mulliken charge in e.
Geometry (Å):
C (3.563, 2.327, -0.155)  -1.585
C (2.851, 1.011, -0.125)  0.535
C (2.460, 0.390, -1.302)  -0.940
C (1.806, -0.836, -1.306)  1.038
C (1.532, -1.436, -0.077)  0.790
C (1.952, -0.863, 1.122)  0.463
C (2.604, 0.363, 1.075)  -0.881
H (2.925, 0.818, 2.001)  0.431
C (1.736, -1.513, 2.453)  -1.936
H (0.763, -1.235, 2.860)  0.302
H (2.497, -1.176, 3.153)  0.518
H (1.787, -2.594, 2.366)  0.321
S (0.619, -2.979, 0.018)  1.434
O (-0.007, -3.322, -1.218)  -0.595
O (1.376, -3.988, 0.693)  -0.774
N (-0.632, -2.596, 1.108)  -0.211
C (-1.493, -1.575, 0.905)  0.437
N (-2.346, -1.136, 1.768)  -0.832
N (-3.061, -0.107, 1.321)  -0.112
C (-2.782, 0.273, 0.135)  -0.020
C (-3.404, 1.418, -0.582)  0.761
C (-4.653, 1.893, 0.155)  -1.582
H (-5.375, 1.085, 0.237)  0.368
H (-4.392, 2.217, 1.157)  0.328
H (-5.109, 2.722, -0.382)  0.439
C (-2.377, 2.548, -0.718)  -1.318
H (-1.493, 2.198, -1.245)  0.362
H (-2.080, 2.900, 0.267)  0.327
H (-2.810, 3.378, -1.269)  0.393
H (-3.679, 1.078, -1.588)  0.314
S (-1.496, -0.701, -0.613)  -0.028
H (-0.698, -3.088, 1.984)  0.319
C (1.444, -1.456, -2.615)  -1.614
H (1.825, -2.473, -2.678)  0.371
H (0.363, -1.520, -2.727)  0.300
H (1.851, -0.868, -3.434)  0.418
H (2.670, 0.870, -2.247)  0.369
H (4.636, 2.162, -0.261)  0.316
H (3.396, 2.881, 0.765)  0.385
H (3.232, 2.928, -0.998)  0.387

## Properties
SMILES: Cc1cc(C)c(S(=O)(=O)Nc2nnc(C(C)C)s2)c(C)c1
Calculated total energy (hartree): -1655.98210
E_HOMO (eV): -9.05
Lowest unoccupied orbital energy (eV): 0.3
Charge: 0
Strongest force on any atom (eV Å⁻¹): 1.8
Multiplicity: 1
Gap between HOMO and LUMO (eV): 9.4


No. 3
The following is a quantum chemistry calculation of a structure of composition C14H19N4OPtS4Sb in a non-equilibrium geometry, from the Open Molecules 2025 dataset.

Last column: Mulliken charge in e.
Geometry (Å):
Pt (-0.465, -0.719, -1.121)  1.033
C (1.838, -0.267, -2.953)  -1.109
N (1.713, -0.365, -1.496)  0.433
C (2.679, -1.330, -0.988)  -1.427
C (1.921, 0.950, -0.853)  -1.089
C (0.810, 1.876, -1.230)  0.917
C (1.047, 3.195, -1.588)  -0.685
C (-0.002, 4.008, -2.004)  -0.569
C (-1.286, 3.480, -2.028)  -0.521
C (-1.517, 2.164, -1.637)  -0.277
C (-0.481, 1.317, -1.232)  -0.289
H (2.834, 0.111, -3.236)  0.334
H (1.080, 0.404, -3.348)  0.322
H (1.691, -1.256, -3.386)  0.330
H (3.704, -1.034, -1.258)  0.354
H (2.465, -2.309, -1.417)  0.355
H (2.595, -1.378, 0.097)  0.391
H (2.905, 1.363, -1.130)  0.361
H (1.894, 0.794, 0.228)  0.220
H (2.059, 3.592, -1.560)  0.326
H (0.184, 5.031, -2.311)  0.338
H (-2.110, 4.095, -2.379)  0.354
H (-2.534, 1.783, -1.647)  0.290
S (-3.699, -4.544, -2.497)  -0.737
Sb (-2.488, -3.333, -0.933)  0.658
S (-2.635, -1.001, -0.569)  -0.564
S (-0.249, -2.969, -1.802)  -0.793
S (-2.316, -4.699, 0.961)  -0.790
C (-1.656, 1.575, 3.638)  -1.188
N (-1.063, 0.368, 3.107)  0.322
C (-1.581, -0.850, 3.407)  -0.159
C (-1.010, -1.979, 2.962)  -0.865
C (0.051, -1.834, 2.003)  0.769
N (0.513, -0.644, 1.658)  -0.106
C (0.067, 0.476, 2.272)  0.170
O (0.611, 1.575, 2.176)  -0.759
N (0.620, -2.935, 1.487)  -0.434
H (-1.341, 1.748, 4.673)  0.301
H (-2.743, 1.514, 3.594)  0.402
H (-1.304, 2.408, 3.035)  0.341
H (-2.468, -0.855, 4.028)  0.351
H (-1.410, -2.954, 3.179)  0.292
H (0.032, -3.770, 1.519)  0.207
H (1.047, -2.802, 0.579)  0.188

## Properties
Calculated total energy (hartree): -2791.65629
E_HOMO (eV): -1.23
Lowest unoccupied orbital energy (eV): 4.6
Charge: -2
Strongest force on any atom (eV Å⁻¹): 1.9
Multiplicity: 1
Gap between HOMO and LUMO (eV): 5.8


No. 4
The following is a quantum chemistry calculation of a cluster of 2 separate species, C14H19N5OS2 in total in a non-equilibrium geometry, from the Open Molecules 2025 dataset.

Last column: Mulliken charge in e.
Geometry (Å):
C (-2.432, -0.128, 3.791)  -0.871
C (-2.355, -1.754, 3.422)  -0.450
C (-3.463, -2.169, 2.241)  -0.570
C (-2.616, -2.013, 0.807)  -0.423
C (-3.747, -1.819, -0.364)  -0.491
C (-3.263, -0.953, -1.668)  -0.662
C (-1.649, -0.692, -1.777)  0.192
C (-0.489, -1.823, -2.037)  -0.334
C (1.087, -1.283, -2.155)  -0.408
C (1.490, 0.332, -1.992)  0.171
N (2.937, 0.796, -2.061)  -0.402
C (3.151, 1.559, -3.211)  0.273
S (3.251, 1.928, -4.901)  -0.091
C (0.358, 1.524, -1.747)  0.451
N (0.541, 3.019, -1.610)  -0.516
S (-1.147, 3.550, -1.417)  0.184
N (-2.102, 2.072, -1.435)  -0.428
C (-1.156, 0.901, -1.649)  0.275
H (-2.792, -0.006, 4.898)  0.266
H (-3.196, 0.432, 3.104)  0.258
H (-1.395, 0.414, 3.695)  0.227
H (-1.265, -1.909, 2.973)  0.240
H (-2.493, -2.402, 4.387)  0.342
H (-3.903, -3.245, 2.390)  0.309
H (-4.294, -1.319, 2.192)  0.265
H (-1.906, -1.097, 0.969)  0.292
H (-2.072, -3.032, 0.611)  0.186
H (-4.084, -2.877, -0.758)  0.231
H (-4.732, -1.298, 0.049)  0.295
H (-3.570, -1.577, -2.630)  0.276
H (-3.885, 0.043, -1.678)  0.300
H (-0.773, -2.958, -2.136)  0.339
H (1.953, -2.079, -2.357)  0.276
C (6.659, 2.634, 0.537)  0.600
O (7.621, 2.991, 1.198)  -0.650
N (5.807, 1.678, 0.950)  -0.335
N (6.364, 3.165, -0.663)  -0.329
H (5.010, 1.371, 0.419)  0.168
H (5.993, 1.253, 1.848)  0.197
H (6.980, 3.888, -1.011)  0.192
H (5.577, 2.884, -1.223)  0.156

## Properties
SMILES: CCCCCCc1ccc(N=C=S)c2nsnc12.NC(N)=O
Calculated total energy (hartree): -1689.77763
E_HOMO (eV): -8.48
Lowest unoccupied orbital energy (eV): -1.8
Charge: 0
Strongest force on any atom (eV Å⁻¹): 7.5
Multiplicity: 1
Gap between HOMO and LUMO (eV): 6.6


Copy entry 2 word for word.
The following is a quantum chemistry calculation of an isolated molecule of C14H19N3O2S2 in a non-equilibrium geometry, from the Open Molecules 2025 dataset.

Last column: Mulliken charge in e.
Geometry (Å):
C (3.563, 2.327, -0.155)  -1.585
C (2.851, 1.011, -0.125)  0.535
C (2.460, 0.390, -1.302)  -0.940
C (1.806, -0.836, -1.306)  1.038
C (1.532, -1.436, -0.077)  0.790
C (1.952, -0.863, 1.122)  0.463
C (2.604, 0.363, 1.075)  -0.881
H (2.925, 0.818, 2.001)  0.431
C (1.736, -1.513, 2.453)  -1.936
H (0.763, -1.235, 2.860)  0.302
H (2.497, -1.176, 3.153)  0.518
H (1.787, -2.594, 2.366)  0.321
S (0.619, -2.979, 0.018)  1.434
O (-0.007, -3.322, -1.218)  -0.595
O (1.376, -3.988, 0.693)  -0.774
N (-0.632, -2.596, 1.108)  -0.211
C (-1.493, -1.575, 0.905)  0.437
N (-2.346, -1.136, 1.768)  -0.832
N (-3.061, -0.107, 1.321)  -0.112
C (-2.782, 0.273, 0.135)  -0.020
C (-3.404, 1.418, -0.582)  0.761
C (-4.653, 1.893, 0.155)  -1.582
H (-5.375, 1.085, 0.237)  0.368
H (-4.392, 2.217, 1.157)  0.328
H (-5.109, 2.722, -0.382)  0.439
C (-2.377, 2.548, -0.718)  -1.318
H (-1.493, 2.198, -1.245)  0.362
H (-2.080, 2.900, 0.267)  0.327
H (-2.810, 3.378, -1.269)  0.393
H (-3.679, 1.078, -1.588)  0.314
S (-1.496, -0.701, -0.613)  -0.028
H (-0.698, -3.088, 1.984)  0.319
C (1.444, -1.456, -2.615)  -1.614
H (1.825, -2.473, -2.678)  0.371
H (0.363, -1.520, -2.727)  0.300
H (1.851, -0.868, -3.434)  0.418
H (2.670, 0.870, -2.247)  0.369
H (4.636, 2.162, -0.261)  0.316
H (3.396, 2.881, 0.765)  0.385
H (3.232, 2.928, -0.998)  0.387

## Properties
SMILES: Cc1cc(C)c(S(=O)(=O)Nc2nnc(C(C)C)s2)c(C)c1
Calculated total energy (hartree): -1655.98210
E_HOMO (eV): -9.05
Lowest unoccupied orbital energy (eV): 0.3
Charge: 0
Strongest force on any atom (eV Å⁻¹): 1.8
Multiplicity: 1
Gap between HOMO and LUMO (eV): 9.4


Please write out number 1 again, unchanged.
The following is a quantum chemistry calculation of a cluster of 2 separate species, C14H19F3N2O5PS2 in total in a non-equilibrium geometry, from the Open Molecules 2025 dataset.

Last column: Mulliken charge in e.
Geometry (Å):
C (-1.685, -3.509, 4.034)  -1.203
C (-0.817, -2.651, 3.142)  -0.195
O (-1.285, -1.286, 3.275)  -0.282
P (-1.487, -0.208, 2.122)  0.922
C (0.071, 0.584, 1.847)  -0.624
C (1.220, 0.048, 1.333)  0.395
N (2.270, -0.258, 0.886)  -0.765
O (-2.194, -0.727, 0.922)  -0.812
O (-2.430, 0.865, 2.929)  -0.476
C (-3.742, 0.398, 3.427)  -0.106
C (-4.655, 1.566, 3.765)  -1.243
H (-1.364, -4.552, 3.953)  0.403
H (-1.576, -3.187, 5.080)  0.275
H (-2.751, -3.431, 3.768)  0.270
H (0.218, -2.702, 3.507)  0.262
H (-0.856, -2.981, 2.093)  0.337
H (0.160, 1.573, 2.293)  0.355
H (-4.198, -0.221, 2.635)  0.297
H (-3.585, -0.227, 4.320)  0.219
H (-5.651, 1.179, 4.025)  0.375
H (-4.282, 2.135, 4.629)  0.292
H (-4.762, 2.237, 2.903)  0.315
C (3.230, 0.180, -1.552)  -0.919
N (3.057, 0.050, -3.005)  -0.043
S (4.558, -0.520, -3.648)  -0.133
C (5.059, 0.936, -4.666)  0.716
F (5.833, 0.432, -5.673)  -0.241
F (3.995, 1.575, -5.233)  -0.216
F (5.788, 1.863, -3.990)  -0.238
S (1.760, -0.983, -3.517)  1.303
C (0.541, 0.184, -2.976)  0.147
C (-0.432, -0.203, -2.052)  -0.450
C (-1.156, 0.793, -1.408)  -0.345
C (-0.896, 2.136, -1.648)  -0.465
C (0.034, 2.508, -2.631)  -0.570
C (0.758, 1.525, -3.307)  -0.292
O (1.768, -1.104, -4.955)  -0.690
O (1.699, -2.147, -2.677)  -0.669
H (4.189, 0.696, -1.413)  0.413
H (2.405, 0.787, -1.177)  0.169
H (3.262, -0.799, -1.038)  0.444
H (-0.546, -1.256, -1.795)  0.452
H (-1.877, 0.464, -0.656)  0.568
H (-1.383, 2.869, -0.999)  0.359
H (0.214, 3.562, -2.836)  0.372
H (1.519, 1.804, -4.038)  0.317

## Properties
Calculated total energy (hartree): -2467.99812
E_HOMO (eV): -3.65
Lowest unoccupied orbital energy (eV): 2.8
Charge: -1
Strongest force on any atom (eV Å⁻¹): 2.5
Multiplicity: 1
Gap between HOMO and LUMO (eV): 6.4


Q: calculated total energy of number 2 (C14H19N3O2S2)?
A: -1655.98210 hartree